(1)
{"formula": "C5H13N2", "method": "ωB97M-V/def2-TZVPD", "smiles": "CN/C=C/CC[NH3+]", "lumo_ev": -3.324, "homo_energy_ha": -0.422, "orbital_gap_ev": 8.170, "e_above_lowest_ev": 2.1568, "charge": 1, "total_energy_ha": -307.54235, "species": ["N", "N", "C", "C", "C", "C", "C", "H", "H", "H", "H", "H", "H", "H", "H", "H", "H", "H", "H", "H"], "xyz": [[-1.738, 0.610, -0.961], [1.845, 0.854, 1.196], [-3.166, 0.552, -0.570], [0.464, -0.300, -0.930], [1.769, -0.659, 1.166], [-0.826, -0.305, -0.515], [1.500, -1.156, -0.224], [0.642, 0.258, -1.843], [0.881, -0.894, 1.772], [-3.698, 1.263, -1.191], [1.963, 1.116, 2.174], [0.957, 1.187, 0.794], [-1.548, 1.172, -1.772], [-3.571, -0.444, -0.804], [2.578, 1.326, 0.663], [-1.277, -0.997, 0.198], [1.314, -2.227, -0.317], [2.408, -1.131, -0.864], [2.700, -1.088, 1.551], [-3.197, 0.861, 0.475]], "atomic_forces_ev_per_a": [[-0.9, -0.4, 0.1], [0.0, -0.2, 0.4], [1.2, -0.3, -0.5], [-0.9, -0.8, 0.7], [0.0, -0.6, -0.1], [-0.4, 1.1, -0.7], [0.8, 0.4, -2.7], [0.6, 0.1, 0.2], [0.6, 0.1, 0.2], [-0.1, 0.2, 0.1], [-0.2, 0.4, -0.1], [-0.1, 0.0, 0.1], [0.4, -0.1, 0.0], [-0.1, 0.3, 0.5], [0.2, -0.5, -0.1], [0.5, 0.1, 0.2], [-0.5, 0.0, 0.8], [-0.1, 0.4, 0.6], [-0.3, 0.3, 0.3], [-0.6, -0.3, 0.0]]}

(2)
{"formula": "C13H35O6S", "method": "ωB97M-V/def2-TZVPD", "lumo_ev": -4.187, "homo_energy_ha": -0.454, "orbital_gap_ev": 8.178, "charge": 1, "total_energy_ha": -1365.26167, "species": ["S", "O", "O", "O", "O", "O", "O", "C", "C", "C", "C", "C", "C", "C", "C", "C", "C", "C", "C", "C", "H", "H", "H", "H", "H", "H", "H", "H", "H", "H", "H", "H", "H", "H", "H", "H", "H", "H", "H", "H", "H", "H", "H", "H", "H", "H", "H", "H", "H", "H", "H", "H", "H", "H", "H"], "xyz": [[-0.350, -1.095, -1.217], [3.443, -3.035, 1.620], [3.652, -5.634, 3.727], [-4.451, 4.507, -2.928], [-2.640, -4.602, 1.005], [-0.846, 0.044, -0.050], [1.638, 6.064, 1.203], [1.429, 6.763, -0.010], [2.988, 0.728, -1.320], [1.727, 1.770, -1.011], [-2.305, 0.060, 0.138], [2.858, -2.264, 2.654], [2.329, -6.126, 3.624], [2.388, -0.613, -2.053], [1.000, 2.925, -0.623], [-3.260, 5.241, -3.146], [1.462, -1.564, -1.050], [-2.734, 1.205, -2.345], [-2.857, -4.062, 2.295], [-3.188, 0.079, -1.243], [-3.347, 5.809, -4.075], [1.827, -2.589, 2.813], [-3.461, -4.763, 2.877], [3.436, -2.388, 3.573], [3.423, -3.963, 1.909], [4.104, -6.169, 4.402], [3.313, -1.248, -2.429], [-3.204, -0.999, -1.730], [-2.602, -0.926, 0.739], [-2.422, 4.545, -3.223], [0.478, 6.454, -0.450], [-3.091, 5.920, -2.306], [1.825, -6.025, 4.588], [2.352, -7.175, 3.321], [1.772, -0.271, -3.011], [-1.897, -3.910, 2.795], [3.605, 0.477, -0.357], [-4.325, 0.315, -0.975], [3.767, 1.205, -2.088], [-5.176, 5.151, -2.863], [1.659, 5.116, 0.986], [1.791, -5.544, 2.872], [0.399, 3.851, -0.185], [-3.389, -3.111, 2.209], [1.400, 7.835, 0.199], [-2.102, -3.959, 0.513], [-3.661, 1.876, -2.649], [2.249, 6.551, -0.701], [-1.809, 1.862, -1.996], [-2.420, 0.604, -3.326], [-0.411, -0.403, -2.469], [1.856, -1.596, 0.055], [1.584, -2.671, -1.478], [2.866, -1.212, 2.360], [-2.670, 0.960, 0.830]], "atomic_forces_ev_per_a": [[-0.9, 0.5, 0.8], [-0.1, -0.3, -0.4], [0.4, 0.0, 0.2], [-0.5, 0.0, 0.1], [0.3, 0.2, -0.6], [0.8, -0.7, -1.7], [-0.1, -0.6, 0.2], [0.1, -0.1, -0.1], [-0.8, 0.4, -0.8], [-3.4, 8.2, 3.1], [-3.3, -1.2, 0.5], [0.1, -0.3, 0.2], [0.0, -0.3, 0.2], [0.6, 0.3, 0.2], [5.2, -7.8, -2.2], [-0.1, 0.2, 0.0], [2.2, 0.2, -1.2], [0.1, -0.5, -0.7], [0.1, 0.1, 0.0], [-0.6, 0.1, 0.0], [0.3, 0.1, 0.0], [-0.1, 0.2, 0.2], [0.1, 0.1, -0.2], [-0.2, 0.2, 0.1], [0.3, 0.4, -0.1], [-0.1, 0.4, -0.4], [-2.0, 1.2, 0.9], [0.1, 2.2, 1.0], [0.7, 2.0, -1.3], [-0.2, 0.0, 0.0], [-0.1, 0.2, -0.2], [0.2, 0.1, -0.1], [-0.2, -0.1, -0.1], [-0.3, 0.0, 0.0], [1.3, -0.9, 2.1], [-0.1, 0.1, 0.3], [-1.6, 0.5, -1.7], [2.6, -0.7, -0.2], [-2.0, -0.7, 1.7], [0.3, -0.5, 0.0], [0.2, 0.6, 0.3], [0.1, 0.0, 0.1], [1.3, -2.7, -1.4], [-0.1, 0.0, 0.3], [0.0, -0.2, 0.0], [-0.3, -0.5, 0.2], [2.2, -1.2, 0.7], [-0.1, 0.2, -0.2], [-2.1, -1.3, -0.7], [-0.6, 1.5, 1.9], [0.5, -0.3, 1.6], [-1.1, 0.3, -2.0], [-1.0, 2.3, 1.0], [0.1, -0.1, 0.0], [1.7, -1.7, -1.6]]}

(3)
{"formula": "C38H45N9", "method": "ωB97M-V/def2-TZVPD", "smiles": "c1cc[nH]c1.c1cc[nH]c1.c1cc[nH]c1.c1cc[nH]c1.c1cc[nH]c1.c1cc[nH]c1.c1cc[nH]c1.c1ccncc1.c1ccncc1", "lumo_ev": 0.341, "homo_energy_ha": -0.279, "orbital_gap_ev": 7.932, "e_above_lowest_ev": 1.1637, "total_energy_ha": -1967.65887, "species": ["N", "N", "N", "N", "N", "N", "N", "N", "N", "C", "C", "C", "C", "C", "C", "C", "C", "C", "C", "C", "C", "C", "C", "C", "C", "C", "C", "C", "C", "C", "C", "C", "C", "C", "C", "C", "C", "C", "C", "C", "C", "C", "C", "C", "C", "C", "C", "H", "H", "H", "H", "H", "H", "H", "H", "H", "H", "H", "H", "H", "H", "H", "H", "H", "H", "H", "H", "H", "H", "H", "H", "H", "H", "H", "H", "H", "H", "H", "H", "H", "H", "H", "H", "H", "H", "H", "H", "H", "H", "H", "H", "H"], "xyz": [[-3.027, 4.211, -1.223], [-5.029, -5.702, 2.040], [3.230, -3.410, 1.913], [1.581, 1.767, 2.284], [0.367, 6.226, -2.304], [2.385, -0.324, -3.412], [-2.271, -0.678, 4.291], [0.823, -0.515, -1.019], [-1.257, -3.867, -2.273], [0.554, 4.217, -3.149], [0.237, -5.075, -1.260], [3.397, 2.682, 3.272], [-2.372, 4.391, 0.947], [2.044, -1.147, -4.446], [3.820, 0.895, -4.988], [0.728, 6.354, -3.590], [-2.856, 1.482, 4.434], [-0.076, -4.506, -2.458], [3.908, -2.370, 2.394], [-2.085, 0.503, 5.007], [-4.584, -4.413, 2.000], [1.287, 3.044, 2.675], [-3.130, -0.383, 3.322], [-4.015, -6.449, 2.569], [-0.667, 0.243, 0.460], [-2.703, 5.670, 0.473], [3.301, 0.640, -3.706], [3.012, -3.454, 0.633], [0.219, 4.881, -2.000], [4.554, -1.462, 1.514], [2.870, 1.587, 2.641], [0.224, -1.640, -0.449], [3.441, -2.505, -0.288], [2.358, 3.621, 3.339], [-3.031, 5.555, -0.897], [0.840, 5.132, -4.201], [0.318, 0.663, -0.495], [-3.317, -4.403, 2.606], [-2.945, -5.712, 2.966], [-0.893, -4.899, -0.394], [-1.866, -4.333, -1.125], [-0.627, -1.178, 0.504], [2.411, -0.920, -5.790], [-3.450, 0.989, 3.269], [-2.671, 3.544, -0.057], [4.266, -1.449, 0.134], [3.268, 0.166, -6.052], [0.283, 3.391, 2.475], [0.985, 4.830, -5.227], [1.637, -0.574, -1.613], [0.964, 1.100, 1.845], [-1.292, 0.831, 1.116], [-3.463, -1.168, 2.659], [-1.069, -5.162, 0.638], [-1.289, 0.544, 5.736], [-4.074, 1.520, 2.566], [-1.295, -1.815, 1.065], [0.713, 1.629, -0.771], [3.238, -2.646, -1.339], [-4.163, -7.516, 2.643], [0.236, 7.013, -1.684], [-2.677, -3.567, 2.845], [2.407, -4.301, 0.346], [3.519, 1.287, -2.869], [-2.004, -5.984, 3.422], [4.363, 2.720, 3.752], [-3.224, 6.328, -1.626], [-5.826, -6.044, 1.524], [-2.925, 2.508, 4.763], [4.125, -2.265, 3.447], [0.515, -2.666, -0.621], [0.910, 7.358, -3.944], [4.536, -0.626, -0.511], [-1.732, -3.306, -2.965], [5.193, -0.666, 1.866], [1.947, -1.471, -6.595], [3.600, 0.488, -7.029], [1.104, -5.655, -0.980], [-2.577, 2.469, -0.035], [0.484, -4.499, -3.382], [-5.226, -3.619, 1.647], [-3.218, 3.797, -2.124], [3.298, 0.663, 2.283], [0.570, 3.141, -3.241], [-2.874, -4.017, -0.901], [-0.101, 4.591, -1.010], [-2.034, 4.212, 1.957], [-2.666, 6.615, 0.995], [2.532, 4.563, 3.838], [-1.760, -1.543, 4.395], [4.502, 1.717, -5.149], [1.258, -1.877, -4.320]], "atomic_forces_ev_per_a": [[0.3, 0.7, 1.8], [1.0, 0.4, -0.2], [-0.1, 0.6, 2.2], [0.8, 1.9, 0.8], [-0.3, -0.7, 0.8], [1.2, -0.5, -1.9], [0.3, 1.6, 1.2], [-0.3, -0.5, 0.7], [-1.8, -0.8, -1.5], [-0.4, -1.2, 0.1], [0.1, -0.8, 1.0], [0.0, -1.0, 0.1], [-0.6, 0.9, 0.6], [-0.2, 1.5, -0.7], [-1.4, -0.7, 0.5], [0.4, 1.3, -1.4], [0.9, 1.0, 0.4], [1.0, 0.5, 0.4], [1.9, 0.6, -1.8], [0.7, -0.7, 0.2], [1.1, 0.7, 0.9], [-1.5, 0.7, 0.4], [-1.4, 0.3, -3.0], [-0.6, -2.7, 0.3], [1.6, 0.4, -0.9], [0.0, 1.1, -2.4], [-0.8, -0.6, -0.2], [-0.3, -0.2, -1.2], [0.4, 1.0, -0.2], [-0.8, 0.5, -0.3], [1.0, -2.1, -0.8], [1.0, 1.4, 0.2], [0.9, 0.4, -0.3], [-0.2, -0.1, -0.4], [0.1, -0.1, 1.2], [-0.3, -0.3, 1.1], [-1.5, -2.2, 1.3], [-0.6, 1.2, -0.4], [-0.8, 0.6, -0.6], [0.1, -1.2, 0.6], [0.0, 2.5, -0.5], [-1.2, 0.2, -0.2], [0.5, 1.3, 0.9], [-0.1, -2.4, 0.7], [0.4, -2.1, -1.4], [-1.2, -1.5, 1.4], [0.6, -0.2, 0.8], [0.1, 0.3, 0.2], [0.3, 0.5, 0.1], [-0.2, 0.2, -0.4], [0.1, 0.1, -0.2], [0.1, 0.3, -0.2], [0.0, 0.1, -0.1], [0.4, -0.4, -0.1], [-0.4, 0.1, 0.2], [-0.1, -0.3, 0.1], [0.1, 0.1, 0.2], [-0.1, -0.1, -0.1], [-0.3, 0.1, -0.1], [0.1, 0.0, 0.0], [0.0, -0.4, 0.0], [-0.3, 0.3, -0.3], [0.0, 0.0, -0.5], [0.3, 0.1, 0.1], [-0.3, -0.3, 0.0], [0.0, 0.1, -0.3], [-0.1, -0.2, 0.1], [0.2, -0.1, 0.3], [0.2, -0.1, 0.1], [-0.3, -0.3, 0.2], [0.1, 0.3, -0.4], [-0.1, -0.1, -0.3], [0.4, -0.2, -0.1], [0.1, -0.4, 0.0], [0.0, 0.0, 0.5], [0.1, -0.2, 0.1], [-0.3, -0.4, -0.4], [0.1, 0.1, -0.3], [-0.1, 0.0, -0.3], [-0.1, 0.3, 0.1], [0.2, 0.0, 0.0], [0.1, 0.1, 0.4], [0.4, 0.0, 0.5], [-0.1, 0.0, 0.0], [0.2, 0.0, 0.3], [0.1, -0.2, -0.1], [-0.1, -0.5, -0.2], [0.1, -0.1, 0.0], [-0.8, 0.2, -0.3], [-0.3, 0.3, 0.1], [0.0, 0.0, 0.0], [0.1, -0.3, 0.7]]}

(4)
{"formula": "C13H17BeN3O2", "method": "ωB97M-V/def2-TZVPD", "lumo_ev": -0.694, "homo_energy_ha": -0.307, "orbital_gap_ev": 7.656, "e_above_lowest_ev": 0.0558, "total_energy_ha": -835.04145, "species": ["O", "O", "N", "N", "N", "C", "C", "C", "C", "C", "C", "C", "C", "C", "C", "C", "C", "C", "Be", "H", "H", "H", "H", "H", "H", "H", "H", "H", "H", "H", "H", "H", "H", "H", "H", "H"], "xyz": [[1.248, -0.321, 1.979], [-0.460, 0.742, 1.074], [0.877, 0.723, 1.498], [0.348, -1.263, -0.445], [0.984, 1.069, -1.055], [-3.774, 1.227, 0.111], [0.902, -3.506, 0.155], [2.394, 2.827, -1.849], [1.879, 0.162, -1.527], [-3.100, 0.128, 0.948], [2.375, -2.280, -1.279], [2.068, -3.468, -0.623], [1.509, -1.193, -1.158], [3.082, 0.549, -2.133], [3.320, 1.903, -2.357], [1.243, 2.370, -1.196], [-1.625, 0.486, -1.809], [0.041, -2.399, 0.198], [-0.555, 0.276, -0.443], [-3.236, 2.182, 0.134], [-2.206, 1.411, -1.694], [4.205, 2.221, -2.901], [-2.581, -0.642, 0.373], [3.275, -2.128, -1.861], [2.738, -4.330, -0.674], [0.503, 3.051, -0.763], [-0.875, -2.396, 0.797], [-3.875, -0.393, 1.520], [-2.306, -0.371, -1.910], [2.506, 3.898, -1.986], [-2.422, 0.567, 1.679], [-4.772, 1.423, 0.539], [-3.939, 0.930, -0.930], [0.621, -4.386, 0.735], [3.779, -0.224, -2.465], [-1.035, 0.572, -2.735]], "atomic_forces_ev_per_a": [[-1.0, 1.4, -0.7], [2.1, -0.3, 1.2], [-1.0, -0.7, 0.5], [0.6, -0.9, -0.7], [1.2, 0.0, -1.1], [-0.8, 0.0, 0.2], [-0.3, 0.1, -0.1], [-0.3, -0.3, -0.2], [0.0, 1.7, 0.2], [-0.8, 0.1, 0.6], [-0.4, 0.2, 0.0], [-0.4, 0.2, 0.3], [-0.4, -1.2, 1.2], [-0.5, -0.3, -0.2], [-0.6, 0.0, 0.5], [0.3, -0.3, -0.2], [0.1, 0.0, 0.1], [0.8, 0.0, -0.4], [0.9, 0.4, -0.3], [0.0, -0.3, -0.1], [0.2, -0.3, -0.4], [-0.1, 0.0, 0.2], [0.0, 0.3, 0.0], [0.0, -0.4, 0.1], [-0.3, 0.3, 0.0], [0.3, -0.2, -0.2], [0.4, 0.0, -0.3], [0.0, -0.1, -0.1], [-0.1, 0.3, -0.2], [0.2, -0.2, 0.0], [-0.1, -0.3, -0.2], [0.3, 0.1, -0.1], [0.0, 0.1, 0.4], [0.2, 0.2, -0.2], [-0.2, 0.4, 0.0], [-0.1, -0.1, 0.1]]}